Below is a 10-piece molecular cluster, H20O10 overall, with properties calculated with ωB97M-V/def2-TZVPD.

**SMILES**: O.O.O.O.O.O.O.O.O.O
**HOMO energy**: -0.389 Ha
**LUMO energy**: -0.2 eV

Each line ends with the Löwdin charge.
Positions of all 30 atoms, in Å:
O1 16.645 -19.982 16.854  -0.057
H1 17.093 -20.557 16.222  -0.006
H2 16.083 -19.418 16.314  0.033
O2 19.577 -21.576 15.321  -0.043
H3 20.014 -21.368 14.485  0.033
H4 20.293 -21.877 15.891  0.010
O3 22.161 -18.754 14.056  -0.078
H5 22.578 -19.510 13.632  0.017
H6 21.202 -18.901 13.943  -0.015
O4 22.293 -22.152 16.345  -0.045
H7 23.224 -21.975 16.160  0.080
H8 22.122 -21.693 17.176  0.071
O5 19.434 -18.547 13.487  -0.038
H9 19.114 -17.725 13.099  0.063
H10 18.800 -19.214 13.203  0.051
O6 21.115 -22.077 12.278  -0.055
H11 22.064 -22.243 12.310  0.040
H12 20.725 -22.941 12.098  0.048
O7 22.004 -24.484 14.813  -0.094
H13 22.053 -23.610 15.233  -0.029
H14 21.665 -25.097 15.492  0.005
O8 20.861 -25.375 17.314  -0.062
H15 20.417 -24.611 17.725  0.005
H16 20.217 -26.086 17.405  0.054
O9 16.948 -22.581 14.597  -0.064
H17 17.804 -22.314 14.973  -0.019
H18 16.730 -21.888 13.966  0.030
O10 18.921 -23.534 18.457  -0.037
H19 19.534 -22.883 18.819  0.055
H20 18.686 -23.201 17.579  0.047